No. 1
Here is a 9-piece molecular cluster, C14H46BrN14O8 overall in a non-equilibrium geometry from the OMol25 dataset. Energies are from the ωB97M-V functional and the def2-TZVPD basis.

Each atom is followed by the atoms it is bonded to, with distances in Å.
Cartesian coordinates (Å):
1 Br 13.640 21.834 -21.377  no bonds
2 C 16.620 20.367 -24.643  O3 1.203, N4 1.275, N5 1.301
3 O 15.680 19.956 -25.272  C2 1.203
4 N 16.686 20.826 -23.455  C2 1.275, H6 1.010, H7 1.010
5 N 17.816 20.122 -25.093  C2 1.301, H8 1.010, H9 1.010
6 H 15.836 20.939 -22.921  N4 1.010
7 H 17.586 20.931 -23.010  N4 1.010
8 H 18.645 20.306 -24.546  N5 1.010
9 H 17.832 19.726 -26.022  N5 1.010
10 C 9.893 20.036 -20.052  O11 1.200, N12 1.322, N13 1.330
11 O 8.767 19.693 -19.821  C10 1.200
12 N 10.724 20.648 -19.225  C10 1.322, H14 1.010, H15 1.010
13 N 10.603 19.756 -21.141  C10 1.330, H16 1.010, H17 1.010
14 H 10.362 20.921 -18.323  N12 1.010
15 H 11.729 20.662 -19.326  N12 1.010
16 H 10.293 19.125 -21.866  N13 1.010
17 H 11.503 20.213 -21.108  N13 1.010
18 C 15.431 25.431 -19.499  O19 1.222, N20 1.291, N21 1.287
19 O 15.396 24.758 -18.479  C18 1.222
20 N 14.886 24.986 -20.582  C18 1.291, H22 1.010, H23 1.010
21 N 15.842 26.626 -19.744  C18 1.287, H24 1.010, H25 1.010
22 H 14.942 25.468 -21.468  N20 1.010
23 H 14.461 24.082 -20.434  N20 1.010
24 H 15.786 27.035 -20.666  N21 1.010
25 H 16.484 27.065 -19.099  N21 1.010
26 C 13.540 24.310 -24.960  O27 1.248, N28 1.285, N29 1.276
27 O 13.535 25.036 -25.974  C26 1.248
28 N 14.370 24.324 -23.980  C26 1.285, H30 1.010, H31 1.010
29 N 12.672 23.386 -24.812  C26 1.276, H32 1.010, H33 1.010
30 H 15.126 24.995 -23.973  N28 1.010
31 H 14.178 23.790 -23.145  N28 1.010
32 H 11.810 23.327 -25.336  N29 1.010
33 H 12.799 22.783 -24.012  N29 1.010
34 C 17.751 21.497 -19.442  O35 1.236, N36 1.319, N37 1.309
35 O 17.097 20.791 -18.666  C34 1.236
36 N 17.209 22.302 -20.335  C34 1.319, H38 1.010, H39 1.010
37 N 19.043 21.368 -19.610  C34 1.309, H40 1.010, H41 1.010
38 H 16.216 22.475 -20.397  N36 1.010
39 H 17.799 22.777 -21.004  N36 1.010
40 H 19.567 20.786 -18.973  N37 1.010
41 H 19.442 21.694 -20.479  N37 1.010
42 C 11.637 24.311 -18.608  O43 1.229, N44 1.294, N45 1.318
43 O 12.680 23.958 -18.060  C42 1.229
44 N 10.761 25.024 -17.977  C42 1.294, H46 1.010, H47 1.010
45 N 11.294 23.927 -19.821  C42 1.318, H48 1.010, H49 1.010
46 H 9.932 25.444 -18.373  N44 1.010
47 H 11.237 25.463 -17.202  N44 1.010
48 H 10.339 23.950 -20.150  N45 1.010
49 H 11.945 23.343 -20.324  N45 1.010
50 C 13.515 19.829 -17.610  C51 1.481, H56 1.090, H57 1.090, H58 1.090
51 C 13.675 21.189 -17.045  C50 1.481, C52 1.499, N55 1.434, H59 1.090
52 C 13.747 21.387 -15.561  C51 1.499, O53 1.428, H60 1.090, H61 1.090
53 O 13.738 22.788 -15.280  C52 1.428, C54 1.385
54 C 13.622 23.001 -13.917  O53 1.385, H62 1.090, H63 1.090, H64 1.090
55 N 14.632 21.900 -17.843  C51 1.434, H65 1.010, H66 1.010
56 H 13.293 19.752 -18.675  C50 1.090
57 H 12.598 19.478 -17.138  C50 1.090
58 H 14.245 19.055 -17.374  C50 1.090
59 H 12.778 21.698 -17.400  C51 1.090
60 H 14.583 20.840 -15.126  C52 1.090
61 H 12.848 20.930 -15.149  C52 1.090
62 H 13.375 24.019 -13.615  C54 1.090
63 H 14.462 22.787 -13.256  C54 1.090
64 H 12.883 22.291 -13.546  C54 1.090
65 H 14.451 21.630 -18.799  N55 1.010
66 H 15.535 21.457 -17.755  N55 1.010
67 C 13.793 16.583 -23.638  C68 1.593, H73 1.090, H74 1.090, H75 1.090
68 C 13.945 17.907 -22.766  C67 1.593, C69 1.590, N72 1.458, H76 1.090
69 C 15.411 17.940 -22.151  C68 1.590, O70 1.425, H77 1.090, H78 1.090
70 O 15.651 16.730 -21.438  C69 1.425, C71 1.440
71 C 15.142 16.825 -20.094  O70 1.440, H79 1.090, H80 1.090, H81 1.090
72 N 13.745 19.074 -23.618  C68 1.458, H82 1.010, H83 1.010
73 H 13.443 15.823 -22.940  C67 1.090
74 H 14.746 16.220 -24.024  C67 1.090
75 H 13.092 16.612 -24.473  C67 1.090
76 H 13.146 17.884 -22.025  C68 1.090
77 H 15.430 18.884 -21.606  C69 1.090
78 H 16.137 17.769 -22.946  C69 1.090
79 H 15.085 15.832 -19.650  C71 1.090
80 H 14.156 17.288 -20.131  C71 1.090
81 H 15.809 17.307 -19.380  C71 1.090
82 H 14.637 19.202 -24.073  N72 1.010
83 H 13.689 19.929 -23.083  N72 1.010

Summary:
HOMO (spin up / spin down) = 2.110 / -2.919 eV
net charge = -2
orbital gap (spin up / spin down) = 2.03 / 7.22 eV
<S²> = 0.750
multiplicity = 2

No. 2
Here is one molecule with the formula C17H15NO3 from the OMol25 dataset. Energies are from the ωB97M-V functional and the def2-TZVPD basis.

Each atom is followed by the atoms it is bonded to, with distances in Å.
Cartesian coordinates (Å):
1 C -1.868 -2.735 0.799  C2 1.529, H34 1.088, H35 1.087, H36 1.087
2 C -0.624 -1.928 1.173  C1 1.529, N3 1.458, H32 1.092, H33 1.094
3 N -0.338 -0.831 0.256  C2 1.458, C4 1.418, C15 1.453
4 C -1.380 0.119 0.114  N3 1.418, C5 1.392, C9 1.391
5 C -1.614 0.998 1.167  C4 1.392, C6 1.382, H14 1.080
6 C -2.609 1.952 1.067  C5 1.382, C7 1.385, H13 1.080
7 C -3.371 2.045 -0.086  C6 1.385, C8 1.384, H12 1.080
8 C -3.140 1.171 -1.135  C7 1.384, C9 1.383, H11 1.080
9 C -2.155 0.205 -1.037  C4 1.391, C8 1.383, H10 1.079
10 H -1.980 -0.482 -1.851  C9 1.079
11 H -3.735 1.235 -2.034  C8 1.080
12 H -4.143 2.796 -0.165  C7 1.080
13 H -2.784 2.632 1.888  C6 1.080
14 H -1.008 0.930 2.059  C5 1.080
15 C 0.456 -1.135 -0.922  N3 1.453, O16 1.396, C18 1.550, C26 1.542
16 O -0.044 -2.125 -1.770  C15 1.396, H17 0.969
17 H 0.399 -2.958 -1.549  O16 0.969
18 C 0.744 0.219 -1.618  C15 1.550, O19 1.198, C20 1.478
19 O 0.251 0.644 -2.624  C18 1.198
20 C 1.835 0.817 -0.819  C18 1.478, C21 1.383, C25 1.403
21 C 2.257 2.133 -0.762  C20 1.383, C22 1.388, H31 1.079
22 C 3.343 2.436 0.047  C21 1.388, C23 1.390, H30 1.080
23 C 3.996 1.446 0.772  C22 1.390, C24 1.387, H29 1.080
24 C 3.582 0.124 0.714  C23 1.387, C25 1.385, H28 1.079
25 C 2.491 -0.181 -0.084  C20 1.403, C24 1.385, C26 1.467
26 C 1.846 -1.472 -0.349  C15 1.542, C25 1.467, O27 1.207
27 O 2.262 -2.595 -0.194  C26 1.207
28 H 4.084 -0.650 1.274  C24 1.079
29 H 4.843 1.712 1.387  C23 1.080
30 H 3.692 3.456 0.111  C22 1.080
31 H 1.746 2.894 -1.330  C21 1.079
32 H 0.249 -2.583 1.207  C2 1.092
33 H -0.758 -1.494 2.168  C2 1.094
34 H -2.752 -2.102 0.842  C1 1.088
35 H -1.993 -3.562 1.494  C1 1.087
36 H -1.780 -3.132 -0.209  C1 1.087

Summary:
HOMO = -8.441 eV
net charge = 0
orbital gap = 8.16 eV
energy above the lowest of the compared OMol25 structures with the same formula, charge and spin = 38.41 kcal/mol

No. 3
Here is a 6-piece molecular cluster, C27H57NO6SSi overall in a non-equilibrium geometry from the OMol25 dataset. Energies are from the ωB97M-V functional and the def2-TZVPD basis.

Each atom is followed by the atoms it is bonded to, with distances in Å.
Cartesian coordinates (Å):
1 C -1.215 0.926 -2.853  C2 1.528, H17 1.088, H18 1.089, H19 1.088
2 C -0.708 -0.012 -3.947  C1 1.528, C3 1.521, H20 1.089, H21 1.091
3 C 0.507 0.531 -4.683  C2 1.521, C4 1.546, H22 1.092, H23 1.091
4 C 1.072 -0.411 -5.772  C3 1.546, C5 1.533, H24 1.084, H25 1.091
5 C 2.375 -1.110 -5.366  C4 1.533, C6 1.521, H26 1.089, H27 1.092
6 C 2.246 -1.784 -4.009  C5 1.521, C7 1.539, H28 1.088, H29 1.086
7 C 3.379 -2.771 -3.676  C6 1.539, C8 1.545, H30 1.090, H31 1.088
8 C 4.424 -2.192 -2.696  C7 1.545, C9 1.540, H32 1.087, H33 1.089
9 C 4.311 -2.718 -1.253  C8 1.540, Si10 1.866, H34 1.093, H35 1.089
10 Si 3.182 -1.827 -0.065  C9 1.866, S11 2.161, N12 1.752, H36 1.481
11 S 1.144 -1.627 -0.757  Si10 2.161, H37 1.339
12 N 3.731 -0.227 0.393  Si10 1.752, C13 1.483, C14 1.434
13 C 2.683 0.567 1.081  N12 1.483, H38 1.090, H39 1.087, H40 1.087
14 C 4.346 0.493 -0.684  N12 1.434, C15 1.508, O16 1.228
15 C 3.515 1.456 -1.495  C14 1.508, H41 1.091, H42 1.083, H43 1.087
16 O 5.524 0.288 -0.961  C14 1.228
17 H -1.880 1.688 -3.255  C1 1.088
18 H -1.789 0.375 -2.109  C1 1.089
19 H -0.399 1.411 -2.322  C1 1.088
20 H -0.510 -0.986 -3.500  C2 1.089
21 H -1.493 -0.163 -4.690  C2 1.091
22 H 0.194 1.461 -5.162  C3 1.092
23 H 1.285 0.828 -3.978  C3 1.091
24 H 1.220 0.167 -6.677  C4 1.084
25 H 0.331 -1.196 -5.931  C4 1.091
26 H 2.635 -1.827 -6.144  C5 1.089
27 H 3.168 -0.360 -5.348  C5 1.092
28 H 1.293 -2.305 -3.939  C6 1.088
29 H 2.276 -1.006 -3.251  C6 1.086
30 H 2.971 -3.681 -3.236  C7 1.090
31 H 3.897 -3.089 -4.579  C7 1.088
32 H 4.396 -1.107 -2.754  C8 1.087
33 H 5.411 -2.475 -3.061  C8 1.089
34 H 3.921 -3.738 -1.299  C9 1.093
35 H 5.285 -2.797 -0.774  C9 1.089
36 H 3.112 -2.626 1.181  Si10 1.481
37 H 0.789 -2.840 -1.197  S11 1.339
38 H 1.824 0.812 0.457  C13 1.090
39 H 3.100 1.504 1.438  C13 1.087
40 H 2.307 0.011 1.937  C13 1.087
41 H 2.660 0.954 -1.951  C15 1.091
42 H 4.121 1.877 -2.288  C15 1.083
43 H 3.110 2.262 -0.889  C15 1.087
44 C -1.031 1.180 1.691  C45 1.509, H48 1.090, H49 1.092, H50 1.091
45 C -0.809 2.598 1.226  C44 1.509, O46 1.210, C47 1.506
46 O -0.183 2.840 0.220  C45 1.210
47 C -1.396 3.686 2.085  C45 1.506, H51 1.089, H52 1.090, H53 1.088
48 H -0.564 0.490 0.988  C44 1.090
49 H -0.590 1.040 2.680  C44 1.092
50 H -2.098 0.959 1.750  C44 1.091
51 H -0.981 3.630 3.090  C47 1.089
52 H -2.477 3.565 2.153  C47 1.090
53 H -1.168 4.657 1.649  C47 1.088
54 C -4.202 3.320 6.545  C55 1.508, H58 1.088, H59 1.091, H60 1.091
55 C -2.793 3.269 6.011  C54 1.508, O56 1.210, C57 1.507
56 O -2.541 2.762 4.942  C55 1.210
57 C -1.715 3.875 6.873  C55 1.507, H61 1.091, H62 1.091, H63 1.088
58 H -4.876 2.851 5.831  C54 1.088
59 H -4.254 2.789 7.497  C54 1.091
60 H -4.506 4.356 6.700  C54 1.091
61 H -1.684 3.366 7.838  C57 1.091
62 H -1.922 4.933 7.040  C57 1.091
63 H -0.753 3.772 6.376  C57 1.088
64 C -3.960 1.004 11.306  C65 1.509, H68 1.087, H69 1.091, H70 1.091
65 C -3.753 2.435 10.878  C64 1.509, O66 1.209, C67 1.509
66 O -3.143 2.713 9.872  C65 1.209
67 C -4.342 3.504 11.765  C65 1.509, H71 1.091, H72 1.091, H73 1.087
68 H -3.490 0.336 10.588  C64 1.087
69 H -3.518 0.841 12.290  C64 1.091
70 H -5.026 0.781 11.361  C64 1.091
71 H -3.915 3.436 12.766  C67 1.091
72 H -5.423 3.376 11.837  C67 1.091
73 H -4.124 4.485 11.348  C67 1.087
74 C -1.398 -2.992 1.731  C75 1.509, H78 1.087, H79 1.092, H80 1.091
75 C -2.487 -3.809 1.079  C74 1.509, O76 1.207, C77 1.511
76 O -3.085 -3.410 0.109  C75 1.207
77 C -2.790 -5.155 1.695  C75 1.511, H81 1.091, H82 1.091, H83 1.087
78 H -1.276 -2.054 1.196  C74 1.087
79 H -1.660 -2.782 2.770  C74 1.092
80 H -0.454 -3.539 1.706  C74 1.091
81 H -3.104 -5.029 2.732  C77 1.091
82 H -1.899 -5.785 1.675  C77 1.091
83 H -3.586 -5.641 1.135  C77 1.087
84 C 1.774 -1.701 -11.261  C85 1.510, H88 1.087, H89 1.091, H90 1.091
85 C 1.332 -1.332 -9.865  C84 1.510, O86 1.207, C87 1.510
86 O 2.114 -0.937 -9.035  C85 1.207
87 C -0.139 -1.482 -9.554  C85 1.510, H91 1.091, H92 1.091, H93 1.088
88 H 2.847 -1.550 -11.354  C84 1.087
89 H 1.540 -2.747 -11.464  C84 1.091
90 H 1.258 -1.079 -11.993  C84 1.091
91 H -0.446 -2.520 -9.691  C87 1.091
92 H -0.728 -0.851 -10.221  C87 1.091
93 H -0.323 -1.187 -8.523  C87 1.088

Summary:
HOMO = -9.142 eV
net charge = 0
orbital gap = 9.66 eV